The following is a quantum chemistry calculation of a 2-piece molecular cluster, C7H8ClN3O overall, from OMol25.

```
20
C7H8ClN3O | OMol25 | wB97M-V/def2-TZVPD
H 4.036 -0.657 -1.761
H -1.520 1.644 -1.174
H -2.178 -1.581 1.053
N -0.168 -0.091 1.906
H -0.444 -0.436 -1.730
C 1.717 -0.020 0.285
C -2.354 1.259 -0.502
C 3.416 -0.246 -0.932
C -0.855 -0.711 -0.746
C 0.481 -0.163 0.938
H -3.182 -0.039 1.329
C -1.857 -0.174 -0.128
N -2.574 -0.700 0.893
H 2.766 1.130 1.853
H -2.685 1.918 0.344
H -3.137 0.943 -1.207
O 2.180 -0.562 -0.950
C 2.822 0.504 0.898
Cl -0.384 -2.393 -0.452
N 3.919 0.375 0.083
```

net charge: 0
ΔE to the lowest compared entry with this formula, charge and spin: 58.1 kcal/mol
LUMO level: 0.7 eV
max |F|: 5.44 eV/A

---

The following is a quantum chemistry calculation of one molecule with the formula C4H6N2O, from OMol25.

```
13
C4H6N2O | OMol25 | wB97M-V/def2-TZVPD
H -2.776 -0.231 0.019
C 1.380 1.346 0.357
C 0.295 0.626 0.305
N -2.045 0.411 -0.257
C -0.737 -0.076 -0.117
H 0.542 -3.033 -0.679
C -0.528 -1.488 -0.527
N 0.593 -2.065 -0.365
H 1.556 2.020 -0.479
H 3.090 1.728 1.095
H -2.180 1.326 0.152
O 2.234 1.424 1.422
H -1.423 -1.987 -0.925
```

net charge: 0
ΔE to the lowest compared entry with this formula, charge and spin: 72.7 kcal/mol
LUMO level: 0.6 eV
max |F|: 0.51 eV/A